No. 1
C6H10 | ωB97M-V with the def2-TZVPD basis set

total charge = 0
SMILES = C[C@@]12CC[C@@H]1C2
highest occupied orbital energy = -9.29 eV
molar mass = 82.146 g mol⁻¹
strongest force on any atom = 0.3 eV/Å
E_LUMO = 1.2 eV
Kohn-Sham gap = 10.456 eV

Last column: natural (NBO) charge in e.
Atoms and positions in Å:
C 1.820 -0.332 0.379  -0.6023
C 0.444 0.073 -0.061  -0.0355
C -0.457 -0.764 -0.980  -0.3953
C -1.638 -0.520 -0.004  -0.3880
C -0.768 0.463 0.779  -0.2276
C -0.051 1.477 -0.083  -0.4183
H 2.244 0.402 1.074  0.2121
H 2.499 -0.413 -0.478  0.2117
H 1.797 -1.303 0.887  0.2078
H -0.580 -0.347 -1.986  0.1996
H -0.158 -1.812 -1.062  0.2063
H -1.808 -1.434 0.578  0.2041
H -2.607 -0.183 -0.389  0.1952
H -0.848 0.618 1.852  0.2107
H 0.584 2.168 0.471  0.2162
H -0.480 1.910 -0.987  0.2032

***

No. 2
C6H10 | ωB97M-V with the def2-TZVPD basis set

total charge = 0
SMILES = C=CC(C)C=C
highest occupied orbital energy = -9.43 eV
molar mass = 82.146 g mol⁻¹
strongest force on any atom = 0.2 eV/Å
E_LUMO = 1.2 eV
Kohn-Sham gap = 10.624 eV

Last column: natural (NBO) charge in e.
Atoms and positions in Å:
C 0.772 -2.325 -0.015  -0.4030
C -0.078 -1.325 0.199  -0.1492
C 0.320 0.115 0.447  -0.3147
C -0.683 0.838 1.344  -0.6021
C 0.501 0.756 -0.915  -0.1476
C -0.366 1.548 -1.538  -0.4150
H 1.852 -2.178 0.029  0.1901
H 0.416 -3.317 -0.283  0.2021
H -1.151 -1.509 0.116  0.1968
H 1.296 0.115 0.949  0.2120
H -0.675 0.404 2.349  0.2160
H -0.439 1.903 1.424  0.2165
H -1.704 0.753 0.952  0.2031
H 1.415 0.462 -1.432  0.1993
H -1.301 1.861 -1.078  0.1925
H -0.174 1.899 -2.548  0.2031